Entry P
ORCA calculation (ωB97M-V with the def2-TZVPD basis set) on C7H13NO2 as an isolated structure.

Computed properties:
Lowest unoccupied orbital energy   0.68 eV
Gap between HOMO and LUMO   8.43 eV

Structure (ORCA input):
```
! RIJCOSX wB97M-V def2-TZVPD def2/J DEFGRID3
* xyz 0 1
C -0.6494 -0.1353 1.2699
C 0.8602 0.9445 0.0541
C 1.5495 -0.9000 0.5137
C 0.4799 -1.1399 1.5617
C 0.5865 1.6462 -1.2550
C -2.3719 0.5109 -0.5220
C -1.2740 -0.4324 -0.1092
N 1.5612 -1.7762 -0.5320
O -0.0652 1.1432 1.1280
O -1.1330 -1.5180 -0.6891
H -1.3980 -0.1055 2.0716
H 1.8270 1.3296 0.4060
H 2.5432 -0.6548 0.8822
H 0.5931 -1.9559 -0.8752
H 2.2483 -1.5946 -1.2516
H 0.8764 -0.9485 2.5589
H 0.1047 -2.1612 1.4877
H -0.3148 2.2520 -1.3166
H 0.5767 0.9697 -2.1075
H 1.3956 2.3587 -1.4382
H -2.5169 0.4902 -1.5996
H -3.2948 0.1549 -0.0569
H -2.1842 1.5222 -0.1809
*
```

For reference, the Löwdin charges in units of e are: -0.277, -0.246, -0.228, -0.096, -0.064, -0.004, -0.356, 0.043, -0.103, 0.051, 0.163, 0.103, 0.123, 0.074, 0.090, 0.119, 0.123, 0.072, 0.073, 0.072, 0.093, 0.099, 0.078

***

Entry Q
ORCA calculation (ωB97M-V with the def2-TZVPD basis set) on a 2-piece molecular cluster, C7H13NO2 overall.

Computed properties:
Lowest unoccupied orbital energy   0.70 eV
Gap between HOMO and LUMO   10.51 eV

Structure (ORCA input):
```
! RIJCOSX wB97M-V def2-TZVPD def2/J DEFGRID3
* xyz 0 1
C 1.4021 0.3189 -0.1387
C 0.6990 0.1964 -1.4955
C 0.5555 1.1549 0.8292
C 2.7811 0.9658 -0.3181
C 1.5753 -1.0136 0.4247
C 1.7188 -2.1041 0.8953
H 2.6742 1.9645 -0.7373
H 1.3070 -0.3877 -2.1830
H 0.5442 1.1843 -1.9269
H -0.2631 -0.3009 -1.3934
H 0.3828 2.1475 0.4166
H 1.0654 1.2618 1.7847
H -0.4030 0.6740 1.0096
H 3.2950 1.0424 0.6381
H 3.3955 0.3704 -0.9902
H 1.8425 -3.0643 1.2994
C -3.0158 -0.6044 -0.0738
N -3.7175 -1.3732 0.7803
O -2.9771 0.6815 0.3421
O -2.4866 -0.9871 -1.0843
H -2.4674 1.2052 -0.2925
H -4.1081 -0.9759 1.6149
H -3.7997 -2.3563 0.5988
*
```

For reference, the Löwdin charges in units of e are: -0.625, -0.044, -0.046, -0.053, -0.115, 0.140, 0.083, 0.088, 0.085, 0.058, 0.086, 0.087, 0.069, 0.085, 0.085, 0.014, -0.680, 0.182, 0.086, 0.071, 0.119, 0.109, 0.115

***

entry Q is the most stable structure; the next one sits 40.1 kcal/mol above it.

***

Entry P
ORCA calculation (ωB97M-V with the def2-TZVPD basis set) on a 2-piece molecular cluster, CH3FN2OS overall.

Computed properties:
Lowest unoccupied orbital energy   -1.13 eV
Gap between HOMO and LUMO   8.18 eV

Structure (ORCA input):
```
! RIJCOSX wB97M-V def2-TZVPD def2/J DEFGRID3
* xyz 0 1
C -0.6034 0.0277 0.1296
N 0.0187 1.0865 0.0500
N 2.4375 -0.1151 -0.0604
O 2.2432 -1.4580 -0.4728
F -0.7574 -0.7604 1.1985
S 3.8931 0.2020 0.2710
H 1.3648 -1.5545 -0.7762
H -1.1431 -0.4730 -0.7329
H 0.6450 1.2722 0.8224
*
```

For reference, the Löwdin charges in units of e are: -0.371, 0.122, -0.599, -0.139, 0.022, 0.735, 0.039, 0.137, 0.053

***

Entry Q
ORCA calculation (ωB97M-V with the def2-TZVPD basis set) on a single CH3FN2OS molecule.

Computed properties:
Lowest unoccupied orbital energy   0.51 eV
Gap between HOMO and LUMO   9.65 eV

Structure (ORCA input):
```
! RIJCOSX wB97M-V def2-TZVPD def2/J DEFGRID3
* xyz 0 1
C 1.7777 0.2111 0.1029
N 0.9485 -0.6983 0.3665
N -1.0280 0.2462 -0.4422
O 1.4116 1.4637 0.2897
F 2.9902 0.0776 -0.4526
S -0.4151 1.5438 -0.0320
H 0.8360 -1.6506 0.1860
H -1.1697 0.0862 -1.4012
H -0.5103 1.4757 1.3661
*
```

For reference, the Löwdin charges in units of e are: -0.649, 0.119, -0.365, -0.262, 0.095, 0.986, 0.054, -0.005, 0.028

***

entry Q is the most stable structure; the next one sits 6.1 kcal/mol above it.

***

Entry P
ORCA calculation (ωB97M-V with the def2-TZVPD basis set) on a single CH3BrN2O molecule.

Computed properties:
Lowest unoccupied orbital energy   0.52 eV
Gap between HOMO and LUMO   9.98 eV

Structure (ORCA input):
```
! RIJCOSX wB97M-V def2-TZVPD def2/J DEFGRID3
* xyz 0 1
C 0.4812 0.0268 0.3165
N -1.4282 -1.7415 0.3949
N -0.7792 -0.8913 -0.3307
O -2.2177 -2.4448 -0.2172
Br 2.1609 -0.7670 -0.0781
H 0.2826 -0.0042 1.3814
H 0.3816 1.0072 -0.1309
H -0.8346 -0.8612 -1.3551
*
```

For reference, the Löwdin charges in units of e are: -0.543, -0.169, -0.069, -0.075, 0.639, 0.045, 0.043, 0.128

***

Entry Q
ORCA calculation (ωB97M-V with the def2-TZVPD basis set) on a single CH3BrN2O molecule.

Computed properties:
Lowest unoccupied orbital energy   0.66 eV
Gap between HOMO and LUMO   10.21 eV

Structure (ORCA input):
```
! RIJCOSX wB97M-V def2-TZVPD def2/J DEFGRID3
* xyz 0 1
C 0.8091 0.6813 0.2811
N -1.6534 -0.3560 0.2022
N -0.4478 -0.4486 -0.3369
O -2.3938 -1.1952 -0.2760
Br 2.4270 -0.0025 -0.2029
H 0.6884 0.6613 1.4627
H 0.5769 1.6163 -0.1311
H -0.0063 -0.9566 -0.9991
*
```

For reference, the Löwdin charges in units of e are: -0.605, -0.139, -0.030, -0.081, 0.721, 0.095, 0.012, 0.028

***

entry P is the most stable structure; the next one sits 25.6 kcal/mol above it.

***

Entry P
ORCA calculation (ωB97M-V with the def2-TZVPD basis set) on a single C3H5FO molecule.

Computed properties:
Lowest unoccupied orbital energy (alpha / beta)   0.80 / 0.96 eV
Gap between HOMO and LUMO (alpha / beta)   8.34 / 8.45 eV

Structure (ORCA input):
```
! RIJCOSX wB97M-V def2-TZVPD def2/J DEFGRID3
* xyz 0 1
C 0.1445 -0.2539 0.4391
C -1.8560 0.6222 1.9358
C 0.3583 -0.0084 -1.0066
O -0.9489 0.4369 0.9695
F -2.5576 1.6566 1.7014
H 0.7161 -1.0285 0.9776
H -1.4843 0.3959 2.9533
H 0.7496 1.0577 -1.1695
H -0.6493 0.0371 -1.6260
H 1.0737 -0.7555 -1.4476
*
```

For reference, the Löwdin charges in units of e are: -0.162, -0.259, -0.131, -0.050, 0.098, 0.105, 0.124, 0.086, 0.111, 0.079

***

Entry Q
ORCA calculation (ωB97M-V with the def2-TZVPD basis set) on a 2-piece molecular cluster, C3H5FO overall.

Computed properties:
Lowest unoccupied orbital energy (alpha / beta)   0.82 / 0.34 eV
Gap between HOMO and LUMO (alpha / beta)   9.34 / 8.49 eV

Structure (ORCA input):
```
! RIJCOSX wB97M-V def2-TZVPD def2/J DEFGRID3
* xyz 0 1
C 1.6010 0.6315 0.4695
C 0.4684 -0.0073 0.6123
C -1.7213 -0.3889 -0.7658
O -2.2468 0.8081 -1.0094
F -2.2985 -1.1443 0.1872
H 2.4968 0.5133 1.0962
H 1.8316 1.3190 -0.4012
H 0.1736 -0.8360 1.2347
H -1.7221 -1.0291 -1.6380
H -2.5042 1.2958 -0.1008
*
```

For reference, the Löwdin charges in units of e are: -0.133, -0.017, -0.287, 0.002, 0.002, 0.045, 0.061, 0.017, 0.117, 0.194

***

entry P is the most stable structure; the next one sits 11.8 kcal/mol above it.